[1]
The following is a quantum chemistry calculation of C5H6N as an isolated structure, from the OMol25 dataset.

Values from the calculation:
HOMO-LUMO gap   9.340 eV
Total charge   +1
LUMO   -5.55 eV

The geometry in XYZ format:
```
12
Properties=species:S:1:pos:R:3:forces:R:3:lowdin_charge:R:1
C -0.996967 -1.033701 -0.119416 -0.538 -1.857 1.017 -0.0812
C -0.738087 0.108415 0.949512 0.221 0.058 1.853 0.0755
C -1.900900 0.051737 -0.247908 -1.045 1.430 -0.864 -0.0045
C -0.783999 0.944576 -0.376384 -0.312 1.885 0.110 -0.1225
C 2.140191 -0.050248 -0.034137 -2.700 -0.047 5.589 0.3334
N 0.118301 -0.142516 -0.331689 2.685 -0.155 0.319 -0.0011
H -1.108961 -2.098405 0.254182 0.625 1.509 -0.993 0.1926
H -2.975501 0.310471 -0.078004 1.197 -0.757 -0.057 0.1833
H -0.549586 2.040477 -0.299346 -0.387 -1.446 -0.542 0.1869
H 2.143449 -0.646303 -0.847776 1.149 -1.555 -2.582 0.0203
H 2.329183 1.001898 0.059133 -0.158 0.484 -0.948 0.0698
H 2.322881 -0.486404 1.071832 -0.738 0.452 -2.902 0.1476
```
Forces are in eV/Å.

---

[2]
The following is a quantum chemistry calculation of C5H6N as an isolated structure, from the OMol25 dataset.

Values from the calculation:
HOMO-LUMO gap (spin up / spin down)   8.683 / 8.601 eV
Total charge   +1
LUMO (spin up / spin down)   -5.85 / -5.38 eV

The geometry in XYZ format:
```
12
Properties=species:S:1:pos:R:3:forces:R:3:lowdin_charge:R:1
C -0.782792 -1.320587 0.141181 0.803 -1.229 1.055 0.0143
C -1.614963 -0.466115 -0.500734 1.087 0.966 -0.605 0.0897
C 0.482424 1.064027 -0.956186 1.039 1.059 -0.479 0.0685
C 1.460370 0.551467 0.095418 -0.036 -4.111 -1.091 0.0093
C 0.219587 -0.343816 0.513003 -1.770 1.867 -1.378 -0.0230
N -0.581062 0.553631 -0.436083 1.420 0.281 0.801 0.0407
H -0.699152 -2.362928 0.348496 -0.644 -0.551 -0.029 0.1185
H -2.455859 -0.210871 -1.081698 -1.218 -0.831 -0.258 0.1249
H 0.689809 1.584112 -1.941596 -0.679 -0.622 1.273 0.1767
H 2.339811 -0.120294 -0.154714 -0.768 1.302 -0.377 0.1564
H 1.681769 1.059197 0.968291 0.621 1.879 1.323 0.0940
H -0.739941 0.012175 3.004622 0.144 -0.009 -0.234 0.1300
```
Forces are in eV/Å.

---

[3]
The following is a quantum chemistry calculation of an isolated ion of composition C5H6N and charge +1, from the OMol25 dataset.

Values from the calculation:
HOMO-LUMO gap (spin up / spin down)   8.137 / 8.137 eV
Total charge   +1
LUMO (spin up / spin down)   -5.48 / -5.48 eV

The geometry in XYZ format:
```
12
Properties=species:S:1:pos:R:3:forces:R:3:lowdin_charge:R:1
C -2.678294 0.296754 0.358654 2.300 -0.403 -1.277 0.3122
C 0.502189 -1.475031 0.395676 -1.971 1.608 -1.964 0.3056
C 0.783748 -0.270769 -0.000838 -0.896 0.173 0.875 -0.3266
C -0.544493 -0.153594 -0.832072 2.496 -2.949 -0.423 -0.0688
C 1.752089 0.904319 0.145509 -0.888 -1.635 0.035 -0.0122
N -1.740192 0.078491 -0.275368 -0.774 0.055 1.020 0.0805
H -3.372862 0.523062 1.090475 -1.511 0.398 0.786 0.1098
H -0.065000 -2.430607 0.453888 1.124 0.893 0.178 0.1256
H -0.434282 -0.693754 -1.801840 -0.932 0.938 0.765 0.1461
H 1.329804 1.660146 -0.581374 0.911 -0.378 1.391 0.1086
H 2.698069 0.461221 -0.225071 -0.125 0.864 0.422 0.0975
H 1.769226 1.099760 1.272365 0.267 0.436 -1.807 0.1218
```
Forces are in eV/Å.

---

Computed values of energy above the lowest of the compared OMol25 structures with the same formula, charge and spin (unit: kJ/mol) for the preceding records, in sequence: 778.7 907.4 570.1.